No. 1
Molecular formula: C16H32AuCl2OP3
Method: DFT, ωB97M-V/def2-TZVPD

```
55
C16H32AuCl2OP3 (ωB97M-V/def2-TZVPD)
C 2.91 -1.79 -1.50
C 1.46 -1.65 -1.19
H 3.06 -2.70 -2.09
H 3.49 -1.86 -0.57
H 3.30 -0.93 -2.07
O 0.59 -2.42 -1.55
Cl 1.07 2.13 1.06
Au 0.96 0.04 -0.06
P 1.23 -1.03 2.16
C 0.43 -2.66 2.37
C 2.98 -1.36 2.57
H 3.03 -1.95 3.50
H 1.04 -0.35 4.50
H 3.48 -0.40 2.71
H 0.70 0.99 3.34
H 0.54 -3.25 1.45
H 3.45 -1.92 1.76
C 0.54 -0.07 3.56
H 0.92 -3.20 3.20
H -0.54 -0.26 3.64
H -0.63 -2.53 2.61
P 0.45 1.17 -2.21
C -0.42 0.12 -3.43
C -0.51 2.71 -2.15
H 2.43 2.49 -2.46
H 1.71 2.10 -4.05
H 2.67 0.86 -3.18
C 1.97 1.70 -3.06
H -0.15 3.32 -1.31
H -0.39 3.26 -3.09
H 0.08 0.22 -4.40
H -1.46 0.44 -3.53
H -1.57 2.50 -1.98
H -0.40 -0.93 -3.13
Cl -2.12 3.45 0.95
C -1.95 -2.11 -0.18
P -1.68 -0.36 0.22
C -2.92 0.43 -0.84
C -2.46 -0.14 1.87
C -2.61 1.15 2.39
C -3.27 1.39 3.57
C -3.72 0.31 4.35
C -3.56 -1.00 3.87
C -2.97 -1.23 2.62
H -1.43 -2.32 -1.12
H -3.03 -2.32 -0.29
H -1.52 -2.77 0.59
H -3.91 0.11 -0.50
H -2.85 1.52 -0.74
H -2.79 0.11 -1.89
H -2.22 2.12 1.75
H -3.45 2.42 3.89
H -4.20 0.48 5.31
H -3.92 -1.85 4.45
H -2.96 -2.24 2.21
```

Properties
Lowest unoccupied orbital energy (spin up / spin down) (Ha): -0.27184 / -0.35397
<S²>: 2.02
Largest force on an atom (eV Å⁻¹): 3.32
Gap between HOMO and LUMO (spin up / spin down) (eV): 7.62 / 5.69
Multiplicity: 3
Charge: +2
Total energy (eV): -75746.132
ΔE to the lowest compared entry with this formula, charge and spin (kcal/mol): 17.8
E_HOMO (spin up / spin down) (eV): -15.020 / -15.325

---

No. 2
Molecular formula: C16H32BN8Pt
Method: DFT, ωB97M-V/def2-TZVPD

```
58
C16H32BN8Pt (ωB97M-V/def2-TZVPD)
Pt -0.08 0.08 -0.15
C -1.16 -2.98 1.49
C -0.57 -1.89 2.39
N -0.77 -0.50 1.95
C -0.23 0.45 2.95
C -0.19 1.86 2.40
N 0.30 1.91 1.02
C 1.67 2.39 0.75
C 2.82 1.64 1.39
C 2.77 0.11 1.43
N 2.07 -0.54 0.31
C 2.17 -2.01 0.42
C 1.25 -2.71 -0.56
N -0.07 -2.06 -0.64
C -1.23 -2.71 0.00
H -2.19 -3.19 1.78
H -0.60 -3.89 1.69
H 0.49 -2.03 2.54
H -1.03 -2.03 3.38
H -1.77 -0.34 1.86
H 0.75 0.11 3.25
H -0.84 0.45 3.85
H 0.45 2.46 3.06
H -1.19 2.29 2.43
H -0.31 2.53 0.49
H 1.75 3.43 1.07
H 1.78 2.39 -0.34
H 2.97 1.97 2.42
H 3.71 1.97 0.85
H 2.31 -0.25 2.35
H 3.81 -0.23 1.47
H 2.53 -0.25 -0.55
H 1.94 -2.30 1.44
H 3.19 -2.36 0.23
H 1.15 -3.75 -0.26
H 1.69 -2.69 -1.55
H -0.32 -1.97 -1.63
H -1.42 -3.68 -0.49
H -2.10 -2.09 -0.24
B -1.76 1.50 -3.09
N -2.31 1.63 -1.67
C -3.37 2.39 -1.40
C -3.73 2.22 -0.07
C -2.81 1.33 0.43
N -1.95 0.98 -0.56
N -0.46 0.71 -3.17
C 0.08 0.36 -4.34
C 1.32 -0.23 -4.13
C 1.47 -0.22 -2.76
N 0.38 0.35 -2.19
H -1.63 2.58 -3.59
H -2.59 1.05 -3.83
H -3.82 3.01 -2.16
H -4.54 2.69 0.46
H -2.77 0.91 1.42
H -0.44 0.56 -5.27
H 2.00 -0.62 -4.86
H 2.31 -0.57 -2.20
```

Properties
Lowest unoccupied orbital energy (Ha): -0.44365
Largest force on an atom (eV Å⁻¹): 2.62
Gap between HOMO and LUMO (eV): 5.27
Charge: +3
Total energy (eV): -32927.321
ΔE to the lowest compared entry with this formula, charge and spin (kcal/mol): 26.6
E_HOMO (eV): -17.344

---

No. 3
Molecular formula: C16H32BaN2O21P3
Method: DFT, ωB97M-V/def2-TZVPD

```
75
C16H32BaN2O21P3 (ωB97M-V/def2-TZVPD)
Ba 0.52 1.40 -0.23
C 0.87 -3.48 0.77
C 1.13 -2.18 0.41
C 2.44 -1.55 0.89
O 2.53 -0.26 0.99
C 3.45 -2.32 1.45
C 3.24 -3.69 1.83
C 1.82 -4.28 1.51
O 1.55 -5.40 1.93
O 4.09 -4.44 2.29
O 0.22 -1.47 -0.17
H -0.03 -3.98 0.43
H 4.34 -1.87 1.87
N -0.07 4.50 -1.25
O -0.18 3.50 -2.01
O -0.48 5.61 -1.56
O 0.39 4.28 -0.09
C -1.19 1.29 -4.55
N -1.41 0.36 -3.42
O -1.78 -0.78 -3.68
O -1.19 0.77 -2.30
H -2.11 1.86 -4.66
H -1.08 0.67 -5.43
H -0.36 1.95 -4.33
C 4.29 -0.99 -2.65
O 3.51 -0.90 -3.86
P 2.13 -0.14 -3.88
O 1.78 0.62 -2.67
O 2.15 0.78 -5.19
C 2.95 0.53 -6.33
O 1.04 -1.22 -4.28
C 1.05 -2.48 -3.59
H 4.05 -0.21 -1.93
H 5.35 -1.05 -2.89
H 4.06 -1.95 -2.17
H 3.47 1.45 -6.56
H 2.34 0.18 -7.17
H 3.71 -0.24 -6.18
H 1.85 -2.62 -2.86
H 1.20 -3.25 -4.35
H 0.10 -2.66 -3.08
C -1.81 1.22 5.74
O -1.58 1.26 4.34
P -0.09 1.56 3.82
O -0.03 1.60 2.37
O 0.35 2.92 4.57
C 1.59 3.52 4.19
O 0.81 0.48 4.55
C 0.96 -0.81 3.91
H -1.79 0.19 6.09
H -2.73 1.74 6.01
H -1.08 1.82 6.29
H 1.78 3.37 3.13
H 2.39 3.01 4.74
H 1.58 4.59 4.36
H 0.53 -0.84 2.91
H 0.54 -1.58 4.56
H 2.03 -1.05 3.86
C -5.62 1.54 1.95
O -4.32 1.89 1.44
P -3.42 0.80 0.72
O -2.04 1.28 0.50
O -3.55 -0.53 1.61
C -2.38 -1.31 1.89
O -4.29 0.48 -0.58
C -3.92 -0.67 -1.37
H -5.62 1.46 3.03
H -5.99 0.64 1.45
H -6.29 2.33 1.62
H -2.23 -2.10 1.16
H -2.40 -1.73 2.90
H -1.53 -0.63 1.95
H -4.66 -1.45 -1.20
H -2.90 -0.97 -1.15
H -4.05 -0.41 -2.42
```

Properties
Lowest unoccupied orbital energy (Ha): 0.07644
Largest force on an atom (eV Å⁻¹): 2.27
Gap between HOMO and LUMO (eV): 5.95
Charge: -1
Total energy (eV): -91655.361
ΔE to the lowest compared entry with this formula, charge and spin (kcal/mol): 0.0
E_HOMO (eV): -3.868

---

No. 4
Molecular formula: C16H32BeMgN2O19
Method: DFT, ωB97M-V/def2-TZVPD

```
71
C16H32BeMgN2O19 (ωB97M-V/def2-TZVPD)
Mg 2.98 -0.53 -4.15
Be -0.22 5.39 -3.09
N 0.39 0.80 -1.03
O 0.23 0.62 0.15
O 1.21 0.16 -1.62
O -0.16 1.75 -1.59
N -0.39 1.41 -5.84
O -0.67 2.56 -5.64
O 0.77 1.02 -5.59
O -1.25 0.65 -6.18
C -0.92 -3.07 4.50
C -1.52 -3.86 5.66
C -2.83 -3.18 6.02
O -2.84 -1.97 5.29
C -1.53 -1.70 4.77
H -1.20 -3.43 3.50
H 0.16 -3.09 4.43
H -0.81 -3.74 6.49
H -1.66 -4.91 5.39
H -2.76 -2.80 7.04
H -3.66 -3.85 5.78
H -1.07 -1.02 5.48
H -1.55 -1.11 3.85
C 2.28 4.17 2.42
O 1.23 4.87 3.05
C 0.11 5.23 2.27
O 0.12 5.31 1.06
O -0.90 5.57 3.15
C -0.77 5.57 4.52
H 3.08 4.06 3.15
H 2.62 4.74 1.56
H 1.99 3.15 2.18
H -0.19 6.43 4.89
H -0.28 4.65 4.85
H -1.77 5.67 4.93
C 2.26 -5.55 -4.88
O 0.83 -5.38 -4.54
C 0.45 -4.13 -4.20
O 1.16 -3.13 -4.20
O -0.76 -4.24 -3.70
C -1.55 -3.18 -3.31
H 2.52 -5.45 -5.93
H 2.63 -6.55 -4.65
H 2.91 -4.85 -4.34
H -1.53 -2.43 -4.11
H -1.14 -2.64 -2.46
H -2.52 -3.63 -3.09
C 8.02 -0.74 -2.17
O 7.57 -1.24 -1.00
C 6.28 -1.56 -0.88
O 5.39 -1.52 -1.77
O 6.05 -2.00 0.42
C 4.73 -2.32 0.74
H 7.55 -1.29 -2.98
H 9.09 -0.85 -2.01
H 7.74 0.31 -2.26
H 4.84 -3.05 1.53
H 4.33 -2.88 -0.10
H 4.14 -1.52 1.19
C -7.36 4.19 -0.71
O -6.16 4.43 -1.54
C -5.10 3.57 -1.60
O -4.06 3.92 -2.15
O -5.48 2.36 -1.12
C -4.67 1.21 -1.07
H -8.12 3.72 -1.33
H -7.55 5.18 -0.29
H -7.26 3.36 -0.01
H -4.02 1.04 -0.21
H -4.17 1.00 -2.01
H -5.30 0.33 -0.92
```

Properties
Lowest unoccupied orbital energy (Ha): -0.42309
Largest force on an atom (eV Å⁻¹): 5.43
Gap between HOMO and LUMO (eV): 1.38
Charge: +2
Total energy (eV): -64802.364
ΔE to the lowest compared entry with this formula, charge and spin (kcal/mol): 276.0
E_HOMO (eV): -12.895